Entry 1:
Molecular formula: C48H60N6O24S3
Method: DFT, wB97M-V/def2-TZVPD

The geometry in XYZ format:
```
141
C48H60N6O24S3 | OMol25 | wB97M-V/def2-TZVPD
O 4.6319 -5.4583 5.5853
H -1.7763 5.2203 -3.6794
O -2.7990 6.1578 -0.2793
N 4.2382 -0.1781 0.1552
O -1.5514 -0.0257 1.1881
H -2.8086 6.6071 -4.2699
C -3.7436 -3.0003 -1.2617
H -0.3829 4.7587 -5.6694
H -2.4702 6.8048 1.7374
H 1.0204 -4.9720 3.3303
N -3.7292 1.8813 -7.7242
O -2.7083 6.3188 -2.3822
O 5.1194 5.5075 -3.1863
H 1.7376 -2.8708 2.1878
H -0.4497 -4.8260 -2.5643
C 3.6922 -2.4904 6.9187
O -6.2705 -5.5542 -0.9521
O -4.3969 1.4232 -8.6489
O -0.6297 -2.1280 -3.9175
C -5.7038 -1.7261 0.3634
H 0.7209 -2.0001 5.3833
H 2.5848 2.0362 -0.0943
C -4.9103 -3.7055 -0.8444
O 3.3464 -0.4126 -0.6899
O 4.7307 3.4896 -2.6216
C 1.7395 -1.8364 5.7026
C -3.6084 1.1085 -6.4866
H 0.5835 1.5616 -1.1799
S 3.7733 -6.0327 4.5630
C -5.3095 -0.0481 4.1056
H 1.2844 6.6025 -6.0807
C -1.6711 -2.2739 2.3459
H -2.5968 5.0481 1.4336
C -3.8460 -0.2619 -6.4743
H 1.2689 -1.0383 -4.6012
O 2.7497 -6.9972 4.9030
N -5.4915 1.8724 2.5655
H -6.8841 -3.3578 0.1404
H 3.5039 6.5070 -4.8809
C -3.3730 -0.5027 5.4947
H 1.2751 -4.1212 1.0797
O -4.3427 -5.7063 -1.8434
O 0.4008 1.5623 1.4659
O 3.7548 -4.2231 8.3845
H -2.8861 1.5276 -3.0932
H -2.6408 2.0511 3.4921
C 3.0319 4.6184 -3.8931
C -1.9374 6.2979 -1.2793
H 1.9546 -3.6981 6.7871
C 3.8246 3.4917 0.5831
H -2.7428 -1.2195 -1.0469
O 3.0318 -4.7202 3.6952
H -2.9175 -3.4005 -1.8308
N -5.1768 -5.1034 -1.2008
S -0.8057 1.3956 0.6853
H 2.3430 2.8093 -3.0036
H 4.1879 -1.0376 -3.6353
H 5.0988 -7.6947 3.3896
C 1.9917 -4.9485 2.8361
H 0.3092 -0.1667 -0.8923
H 2.6192 -2.0598 -5.1404
H -1.2100 7.0601 -3.7695
C -3.6453 -1.7364 -0.7558
O -4.9034 2.7753 2.0586
C 3.5359 -0.2476 5.7660
C 4.7321 -6.6904 3.1773
H 3.4621 0.1658 -4.8202
C -4.5088 -1.0436 0.0936
C -3.1458 1.1036 -4.0519
C 5.7315 1.5713 1.0964
H -1.0431 0.7259 -1.5922
C 2.2585 -0.6306 5.3664
H -3.5362 -2.0928 -5.3776
N 4.3782 4.5243 -3.2159
C 0.4232 -4.4078 -3.0656
C -4.6626 1.0427 3.5580
O 5.7239 -3.2863 7.8658
O 0.0007 -2.3810 -1.4795
H 6.5381 0.8539 1.1286
C 1.5665 5.7430 -5.4907
C 0.5876 4.7469 -5.1958
H 1.6129 -0.1897 4.6213
H 2.9589 0.0628 -3.1002
C -3.3153 1.2786 3.8308
C 5.0394 3.9118 1.1357
H 3.1074 4.2617 0.3399
O -6.6504 1.7286 2.3699
O -1.7976 2.4518 0.5104
H -5.2890 -1.5095 5.6264
H -2.1415 -1.9930 3.2882
H 3.0452 -3.7252 1.4204
H 0.0723 2.9757 -4.2600
C -0.8702 -1.1154 1.6867
N 4.4486 -3.3602 7.8737
H -6.5103 -1.3146 0.9522
H -4.4101 -0.0169 0.4139
H 5.5532 -5.9820 3.0670
S 0.2773 -2.6020 -2.8532
O -3.1946 3.0274 -7.6987
H 1.3452 -4.7310 -2.5824
C -3.2089 -0.3163 -4.1821
H 6.9981 3.2286 1.6541
H -2.5027 -2.4388 1.6608
C 5.9948 2.9219 1.3977
O -0.7116 6.3746 -1.2099
C -3.5649 -1.0137 -5.3452
C -5.9126 -3.0022 -0.1696
C 3.3023 -0.4973 -3.9699
H 2.2006 -5.8780 2.3065
C 2.0800 3.6576 -3.6181
C -2.2186 5.9962 1.0512
H 5.4164 4.9236 1.1103
H 5.3111 -1.0738 6.7210
O 4.6113 -1.0510 0.9972
H -4.0137 -0.8105 -7.3893
H -0.2696 -1.6216 0.9309
C 2.0355 -3.8496 1.8119
H -2.8599 -1.0926 6.2397
C 2.3448 -2.7161 6.5642
C 4.2690 -1.2387 6.4906
C -2.6216 0.4610 4.7418
H -0.1506 -0.7279 2.4080
C 0.8465 3.7253 -4.3314
C -0.1706 0.8106 -0.9443
C -4.6603 -0.8128 5.0919
H 0.3412 -4.4806 -4.1501
O 1.8353 -2.0914 -3.0922
H -3.0634 -0.8519 -3.2556
H -6.3392 -0.3664 4.0375
H 4.1814 -6.7330 2.2376
H 3.9675 0.6155 5.2810
C 3.6143 2.2398 0.1609
C 2.7722 5.7206 -4.7686
C 4.5693 1.2176 0.3758
C -3.2590 1.8119 -5.2949
H -1.5864 0.7275 4.8954
C -1.9731 6.2918 -3.6448
H -3.0737 2.8730 -5.2156
C 2.2033 -1.5096 -4.2964
H -1.1575 -3.2158 2.5386
H -1.1292 5.9749 1.0817
```

Values from the calculation:
Highest occupied orbital energy (spin up / spin down) in eV: -2.0 / -5.2
Molecular weight in g/mol: 1201.2
Expectation value of S²: 0.77
Total charge: -1
Spin multiplicity: 2
Orbital gap (spin up / spin down) in Eh: 0.096 / 0.213

---

Entry 2:
Molecular formula: C48H61Cl54N2O5PS3
Method: DFT, wB97M-V/def2-TZVPD

The geometry in XYZ format:
```
174
C48H61Cl54N2O5PS3 | OMol25 | wB97M-V/def2-TZVPD
Cl 11.5196 0.0619 -0.3945
Cl -3.8226 1.7641 -2.8204
Cl 6.0013 5.3263 -9.3447
Cl -13.7983 -1.9075 -8.9725
C 2.4138 -1.0371 -0.6020
H -0.6692 1.2115 2.7753
S -0.8602 1.4620 1.3997
H -0.7793 -3.1611 2.1175
H -6.1724 -1.9770 4.3094
C 6.8429 -1.9165 -0.2002
Cl -5.4971 -8.9913 7.4128
C -2.5275 -4.7335 12.4487
Cl 0.9994 1.4693 -2.1701
H -8.5372 -2.8016 0.9284
H -2.6129 -0.7947 0.9767
Cl -2.1419 -8.4152 11.9012
H 6.1089 -2.7055 -0.6588
H 8.4426 5.4446 -3.2616
H 2.9635 7.2750 -1.8732
C -6.5050 -5.8701 3.1098
C -16.0305 -10.8720 0.6560
Cl 8.9326 15.1158 1.3244
C -13.8151 -3.5969 -2.4187
H -4.8900 -0.2842 1.9181
C -5.3465 -2.1657 -0.0319
C -4.8388 -0.1363 4.6465
Cl 6.6615 8.9949 1.0476
Cl 8.5931 6.3549 -10.1861
C 11.8491 -0.6039 -2.0031
H 4.8294 -1.3102 -2.1653
Cl -12.8883 -5.0104 -2.9503
C 5.0024 -0.3352 -1.5313
C -2.4529 -1.6318 1.7785
H -7.5386 -5.9903 2.7753
H 10.4923 -2.8420 3.7395
C -3.1033 2.7946 -4.0694
C 10.0107 -2.3451 1.4553
Cl 6.2029 7.9873 -10.5118
Cl 8.5474 14.7886 -1.5441
Cl 6.1169 5.5429 -3.6302
H -9.5339 -2.6410 -2.2572
S -6.7612 -3.2033 -0.7706
Cl -7.1527 -10.4163 5.4862
Cl -13.1627 -2.1171 -3.1427
O 5.8113 2.7788 -0.4959
H 7.1399 0.2583 -1.0056
H -2.7212 -1.0515 5.1527
H 8.9624 -1.0155 -0.8255
H 6.0308 0.1353 0.5141
Cl 11.1023 15.7235 -5.4406
H 8.3616 -2.4895 -1.8682
H -14.8487 -3.7172 -2.7533
Cl 10.1863 10.8124 0.3394
Cl -14.8192 -12.1439 0.4232
Cl 5.7827 2.3146 -6.3303
H 3.5363 1.9110 -6.9177
H 2.0548 5.8638 -0.1063
Cl 10.4270 8.0736 1.3009
H 5.2215 0.5280 -2.3256
Cl -13.5708 -3.2287 -6.3867
H -2.7315 0.7839 4.7090
C 9.3614 15.9875 -5.2426
C 8.4000 -2.0474 -0.7751
Cl -11.9099 -0.9134 -6.9903
C 4.4931 1.8128 -7.4369
C 2.5212 4.7901 0.0067
Cl -4.3696 -9.8273 4.8607
P 4.6574 5.8063 -1.7926
H -6.1285 -8.3071 5.2477
H -5.0549 0.7812 3.9229
C 1.9262 2.0745 0.4268
C -3.4874 -2.8749 1.5194
Cl 11.5082 10.2710 2.8777
C 3.8278 4.4468 -0.6850
C -5.1219 -1.5968 3.8886
Cl 9.0010 17.7201 -5.1546
C -8.3885 -2.3937 -0.1825
Cl 12.9107 -2.0177 -1.8858
H -10.9527 -9.0553 0.0529
C -0.8516 -2.0499 1.6981
Cl -10.7572 -7.0507 1.2767
C 7.0113 6.7731 -9.5060
H 9.0471 15.5224 -4.3048
C 6.2822 -0.4067 -0.5091
Cl -13.8107 -3.4789 -0.6509
C -3.3328 -0.0434 5.3153
H -1.0537 -1.7726 -0.5895
H -2.5857 -1.1007 2.8366
H -9.8795 -4.9890 -1.7975
H -2.3857 3.4659 -3.5908
H 6.9457 -1.9972 0.9840
H -14.2593 -1.0204 -6.8382
C -9.6857 -2.8170 -1.0912
C 7.7760 5.0824 -4.0484
Cl -17.4051 -11.1147 -0.4354
H 8.5885 -3.9383 0.4929
O 4.2051 5.4467 -3.4670
C 7.1354 9.3426 -0.6238
C 8.2470 14.0871 0.0550
H -8.3254 -1.2193 -0.1567
C -2.8275 -9.4439 10.6319
Cl -4.2643 -4.9685 12.7087
Cl 1.9218 -0.0622 -4.4695
H 8.7371 13.1112 0.1005
H -2.0374 -5.7094 12.4942
O 3.8856 7.3320 -1.4496
O 1.1243 4.0457 2.0292
H -3.3735 -3.6097 2.4530
H 11.1728 -2.3180 1.2631
Cl 1.6474 2.8311 -4.6619
Cl 7.9278 3.3195 -4.1411
Cl -4.5643 -9.6788 10.8919
C 9.3037 -3.0539 0.1560
C -10.1277 -4.3757 -0.8240
Cl -13.1796 -8.3144 0.2674
H 9.9468 -4.3319 2.6874
C 0.9444 -0.6692 0.1080
Cl -6.5006 -5.7521 4.8776
S -4.6960 -0.9444 -1.0199
C 0.7630 0.8903 0.5995
H 9.6738 -1.2335 1.6540
H -3.1820 -3.5394 0.5792
C -13.4873 -1.6798 -7.2431
H 8.2164 9.5022 -0.6492
C -0.1805 -1.8587 0.2145
H -10.6292 -2.1466 -0.8036
H -3.3210 0.2961 6.4355
C -5.3395 -1.3325 2.2712
H -0.0386 1.2310 -4.2725
Cl 6.7486 7.9721 -1.6782
C 10.2185 9.7692 1.7712
H -2.3374 -10.4198 10.6774
Cl 6.5102 13.8521 0.3150
Cl -11.1424 -7.3779 -1.5917
H 9.2617 9.8674 2.2904
Cl 4.7016 0.1173 -7.9071
H 7.1658 7.1979 -8.5108
H -0.2727 -1.3757 2.4895
H 3.3414 4.9399 -3.4982
H 12.3585 0.1611 -2.5947
C 9.7504 -3.1792 2.8800
H 0.3707 -2.8830 -0.0362
Cl 8.2618 5.8300 -5.5796
Cl -2.2271 -4.0320 10.8496
Cl -4.3485 3.7785 -4.8573
H -4.2730 -2.3599 4.1438
N -4.9423 -2.4933 1.3883
C 1.7626 3.6254 0.9345
C 3.5846 0.1430 -0.7863
H 10.1834 -3.4946 -0.5082
H -9.5807 -4.8649 0.0971
H -6.5188 -1.2046 2.1331
Cl 10.3365 -1.0280 -2.8227
Cl 8.4627 15.2316 -6.5693
N 3.9949 -4.0424 0.6854
Cl -2.2381 1.8126 -5.2639
Cl -16.5743 -10.8317 2.3419
C -11.4428 -8.0794 0.0074
Cl -5.5782 -7.2835 2.5782
C 3.3730 -3.2202 -0.0966
H -5.6175 -0.0614 5.5378
H -15.5691 -9.9097 0.4199
H -11.2950 -4.5202 -0.6395
O 2.6986 -2.3927 -1.1098
Cl 6.3399 10.8164 -1.2023
Cl 4.4608 2.8560 -8.8686
C -5.8270 -9.2589 5.6927
C 0.9950 1.3513 -3.9380
H 8.6277 -3.0267 3.2296
C 3.3812 1.7038 -0.3104
Cl -1.8419 -3.7048 13.7180
Cl -5.8526 -4.3902 2.3858
C 4.4833 2.9189 -0.5055
Cl -2.5271 -8.7424 9.0328
```

Values from the calculation:
Highest occupied orbital energy in eV: -8.6
Molecular weight in g/mol: 2787.7
Orbital gap in Eh: 0.228

---

Entry 3:
Molecular formula: C48H61N7O2Si2V
Method: DFT, wB97M-V/def2-TZVPD

The geometry in XYZ format:
```
121
C48H61N7O2Si2V | OMol25 | wB97M-V/def2-TZVPD
C -1.3432 -4.3645 -2.5878
H 1.3096 1.2712 2.3899
H 3.5520 -3.3279 -2.8188
H 0.8844 6.1692 1.2038
N 3.5717 1.1055 -1.5064
H -3.9427 -1.3152 -2.6818
C -0.2660 -4.3047 -0.4590
C 7.0913 -5.8260 0.6286
H 1.0279 5.4037 -1.2088
H -3.0087 -2.5136 0.2937
C -0.0569 3.1746 2.6095
H -1.8450 1.8850 -5.7570
H -6.8419 -0.8311 1.1304
C -4.1820 0.5374 -0.4617
C -1.7497 0.9487 -3.8366
C -3.1696 -2.5174 4.4713
H -3.8522 0.6175 -6.4785
N 1.4162 -0.9971 -1.8481
H -2.6436 4.1396 -1.7318
C -0.9453 -1.5503 5.0742
H -1.0596 0.1244 2.2370
H 3.8985 4.1241 0.7296
H -1.3441 5.6227 1.4508
C -1.6562 3.7825 -1.4231
N -1.6802 -1.7554 2.7674
C 2.7663 -2.6001 -2.7246
H 1.6226 5.2161 2.4809
C -4.0034 -0.4338 -4.6150
Si 0.2041 2.9921 0.6442
C 1.9415 -2.1286 -3.7276
H -1.6799 -4.9089 -3.4625
H -2.0354 0.7340 4.1422
H -0.1478 -2.3911 0.4785
C -2.7872 -0.0495 4.2200
H -0.5358 -6.0980 -1.6153
C -0.7045 -5.0286 -1.5559
H 1.9261 -2.4218 -4.7639
C 3.0511 -1.9623 -0.2911
H -0.9058 4.3521 -1.9677
C 6.3595 -3.4978 0.5869
C -2.6202 3.2304 0.7865
C -2.1396 -1.4402 4.1213
H 1.9349 3.9494 -1.6114
C -3.4252 0.4681 -5.4923
H -3.3033 0.0608 5.1712
H -2.7300 -3.4986 4.3093
O 1.5534 1.9394 -4.2615
H -1.5592 2.7387 -1.7075
C 1.7431 4.2901 0.5098
C -0.4917 -2.9416 -0.3862
H -2.5541 2.1558 0.6392
H -2.4834 -1.8293 2.1475
H 4.6814 -6.2901 -0.3698
H 0.1421 -0.9723 2.5644
H -3.9190 1.4340 -1.0047
C -2.3011 0.0402 -2.9395
H -0.8786 6.0091 -0.2089
C -1.1571 -2.2582 -1.4032
Si -1.4710 -0.3423 -1.1899
H 4.5290 1.3823 -1.3028
H -3.5839 3.5754 0.4056
C 1.8325 1.7378 -3.0814
C -1.5662 5.4306 0.4040
N 3.2096 1.6025 -2.7769
H 5.5720 -1.5311 0.5687
H 0.2564 -4.8067 0.3465
H -0.6176 2.3331 3.0087
C 3.2659 -1.3068 2.1008
H 2.9875 3.1303 1.8694
H 7.3333 -3.1837 0.9430
H -4.8786 -0.9966 -4.9231
H 3.1002 2.6397 0.1854
C -5.4554 0.4247 0.0673
H 2.6392 6.0883 1.3359
N -0.7808 -0.8563 2.1559
H -2.0287 -2.5058 -3.3487
C 4.0991 -2.9473 -0.1116
C 6.1279 -4.8680 0.3420
C 5.3689 -2.5783 0.3816
C -3.4577 -0.6240 -3.3573
H 0.3628 -0.5819 -3.6351
H 2.7847 5.3921 -1.0533
C 1.7137 5.5106 1.4387
H -2.5969 3.4246 1.8550
C 1.1319 -1.1508 -3.1407
H 3.7465 1.2617 -3.5740
N 7.8835 -6.6364 0.8757
O 1.0377 1.7488 -2.1050
C 3.0079 3.4984 0.8451
H 3.4951 0.0878 -1.4502
N 1.8719 -0.0370 0.8290
C 2.7452 -1.1054 0.8078
H 0.8923 3.2040 3.1398
C 4.8723 -5.2427 -0.1829
C 1.8796 4.7895 -0.9261
H -0.8587 1.4969 -3.5693
C 3.9013 -4.3088 -0.4184
C -1.5534 -2.9984 -2.5129
C -4.9472 -1.7861 0.8051
C -3.2477 -0.4924 -0.3543
C -1.4664 3.9396 0.0803
H -3.5060 0.0795 3.4116
C -5.8434 -0.7351 0.7193
C -3.6741 -1.6615 0.2710
C -2.3054 1.1718 -5.0870
H 2.9370 -4.6220 -0.7906
H -6.1595 1.2415 -0.0373
C 1.8864 0.4225 2.0971
H -2.5779 5.7976 0.2020
H -0.1944 -0.7963 4.8481
H -3.4777 -2.4289 5.5114
C 2.4123 -1.8899 -1.5491
C 2.7182 -0.3254 2.9145
H 3.9344 -2.0906 2.4055
H -0.4908 -2.5307 4.9566
V 0.7422 0.7512 -0.6014
H -5.2495 -2.7126 1.2807
H 2.8959 -0.1756 3.9668
H -1.2695 -1.4248 6.1058
H -4.0457 -2.4178 3.8339
H -0.6023 4.0743 2.8838
```

Values from the calculation:
Highest occupied orbital energy (spin up / spin down) in eV: -0.6 / -2.4
Molecular weight in g/mol: 875.2
Expectation value of S²: 3.81
Total charge: -2
Spin multiplicity: 4
Orbital gap (spin up / spin down) in Eh: 0.176 / 0.240

---

Calculated total energy across the listed records, respectively: -5193.17806; -28736.46050; -3922.51920 Ha.